[1]
Molecular formula: C19H23F6N4NiSb
Method: DFT, ωB97M-V/def2-TZVPD

Values from the calculation:
Lowest unoccupied orbital energy (alpha / beta) = -0.10559 / -0.22240 Eh
HOMO level (alpha / beta) = -12.202 / -12.926 eV

```
! RIJCOSX wB97M-V def2-TZVPD def2/J DEFGRID3
* xyz 1 4
Ni 0.115 0.498 0.396
C -0.371 2.666 2.471
C -0.210 1.366 3.238
N -0.665 0.224 2.423
C -2.127 0.078 2.380
C -2.726 0.666 1.118
C -4.087 0.849 0.932
C -4.524 1.370 -0.277
C -3.603 1.697 -1.264
C -2.262 1.479 -1.007
C -1.176 1.722 -2.034
N 0.179 1.753 -1.455
C 0.669 3.101 -1.121
C 0.072 3.557 0.199
N 0.354 2.538 1.204
N -1.861 0.980 0.159
H 0.002 3.495 3.080
H -1.420 2.871 2.243
H -0.748 1.412 4.189
H 0.843 1.209 3.463
H -0.235 -0.626 2.776
H -2.589 0.556 3.249
H -2.386 -0.981 2.423
H -4.785 0.592 1.717
H -5.581 1.518 -0.452
H -3.922 2.110 -2.212
H -1.389 2.646 -2.580
H -1.220 0.902 -2.754
H 0.819 1.318 -2.107
H 0.434 3.818 -1.913
H 1.755 3.045 -1.029
H -1.013 3.657 0.109
H 0.468 4.539 0.471
H 1.354 2.512 1.397
C 0.193 -1.138 -0.708
C 0.686 -2.079 -1.364
C 1.220 -3.144 -2.061
C 0.846 -3.391 -3.411
C 1.410 -4.437 -4.091
C 2.351 -5.254 -3.450
C 2.725 -5.032 -2.124
C 2.172 -3.988 -1.425
H 0.115 -2.747 -3.880
H 1.134 -4.634 -5.117
H 2.799 -6.074 -3.997
H 3.452 -5.677 -1.651
H 2.453 -3.776 -0.403
F 2.065 0.305 1.081
Sb 2.972 -1.175 2.075
F 1.248 -1.971 2.075
F 2.435 -0.347 3.686
F 3.313 -1.927 0.388
F 4.457 -0.050 2.004
F 3.786 -2.602 2.942
*
```

Atom-resolved charges from natural (NBO), all expressed in e: 1.382 -0.232 -0.243 -0.683 -0.272 0.241 -0.244 -0.120 -0.247 0.232 -0.271 -0.657 -0.230 -0.232 -0.681 -0.544 0.212 0.196 0.204 0.248 0.435 0.214 0.243 0.238 0.238 0.236 0.214 0.240 0.405 0.203 0.220 0.200 0.212 0.402 -0.254 0.063 -0.169 -0.114 -0.226 -0.068 -0.246 -0.027 0.229 0.239 0.233 0.243 0.252 -0.731 3.188 -0.695 -0.682 -0.683 -0.658 -0.656

[2]
Molecular formula: C19H23ILuN5O4S
Method: DFT, ωB97M-V/def2-TZVPD

Values from the calculation:
Lowest unoccupied orbital energy (alpha / beta) = 0.15409 / 0.15300 Eh
HOMO level (alpha / beta) = 2.134 / 2.136 eV

```
! RIJCOSX wB97M-V def2-TZVPD def2/J DEFGRID3
* xyz -2 1
C -2.032 -0.473 -6.272
I -2.167 1.406 -6.072
H -1.845 -0.533 -4.999
H -1.117 -0.333 -6.996
H -3.198 -0.604 -6.745
C 1.161 3.671 1.237
C -0.163 3.657 1.064
N -0.533 2.901 -0.016
C 0.660 2.388 -0.614
N 1.652 2.877 0.160
H 1.797 4.102 1.930
H -0.979 4.230 1.678
C 2.125 -2.985 -1.474
C 0.541 -1.384 -1.433
N 1.898 -1.641 -1.479
H 0.731 -4.686 -1.416
N -0.017 -2.652 -1.420
H 3.191 -3.411 -1.491
Lu -0.538 0.615 -0.591
C -1.842 1.037 -3.175
O -2.090 0.164 -2.348
C 0.972 -3.666 -1.430
C -1.428 -2.946 -1.404
H -1.577 -4.018 -1.575
H -1.944 -2.382 -2.180
H -1.884 -2.670 -0.433
C 2.909 -0.642 -1.536
H 3.774 -1.023 -2.103
H 3.262 -0.362 -0.527
H 2.531 0.268 -2.027
C 3.030 2.590 -0.086
H 3.637 3.466 0.148
H 3.150 2.320 -1.142
H 3.367 1.752 0.537
C -1.825 2.933 -0.633
H -1.758 3.078 -1.734
H -2.399 3.768 -0.199
H -2.434 2.014 -0.431
O 2.075 0.811 2.492
S 1.376 -0.432 2.285
O 2.084 -1.580 1.768
N 0.143 -0.118 1.225
C -1.137 -0.289 1.659
O -2.116 -0.067 0.817
C -1.150 -0.692 3.011
C -2.294 -0.913 3.823
C -2.069 -1.239 5.143
C -0.735 -1.354 5.674
C 0.395 -1.122 4.794
C 0.139 -0.799 3.498
H -3.261 -0.811 3.370
H -2.892 -1.416 5.814
H -0.576 -1.603 6.689
H 1.402 -1.203 5.161
*
```

Atom-resolved charges from natural (NBO), all expressed in e: -1.008 -0.079 0.239 0.238 0.231 -0.087 -0.036 -0.456 -0.129 -0.367 0.216 0.215 -0.052 0.095 -0.364 0.211 -0.352 0.208 1.496 0.101 -0.742 -0.093 -0.412 0.187 0.232 0.247 -0.403 0.190 0.228 0.233 -0.405 0.185 0.208 0.230 -0.487 0.258 0.207 0.235 -0.997 2.305 -0.996 -1.104 0.355 -0.856 -0.215 -0.276 -0.238 -0.512 -0.149 -0.446 0.193 0.168 0.168 0.183

[3]
Molecular formula: C19H23IN2O6Ti
Method: DFT, ωB97M-V/def2-TZVPD

Values from the calculation:
Lowest unoccupied orbital energy = -0.29342 Eh
HOMO level = -15.080 eV

```
! RIJCOSX wB97M-V def2-TZVPD def2/J DEFGRID3
* xyz 2 1
Ti -1.124 0.813 -0.465
C -1.921 -3.348 -1.933
C -0.574 -3.129 -1.315
N 0.217 -4.174 -1.142
C 1.437 -4.033 -0.641
C 1.988 -2.812 -0.274
C 3.403 -2.770 0.272
O 4.197 -1.726 -0.266
C 1.160 -1.681 -0.402
C 1.655 -0.343 -0.160
N 0.956 0.744 -0.252
C 1.666 1.989 -0.248
C 2.570 2.356 0.742
C 3.211 3.583 0.676
C 2.976 4.441 -0.387
C 2.125 4.062 -1.418
C 1.483 2.845 -1.329
I 0.286 2.078 -2.915
C -0.142 -1.856 -0.918
O -0.937 -0.779 -1.013
H -2.027 -4.405 -2.156
H -2.027 -2.768 -2.851
H -2.725 -3.053 -1.257
H 2.014 -4.946 -0.544
H 3.870 -3.741 0.108
H 3.365 -2.616 1.353
H 4.657 -2.029 -1.055
H 2.727 -0.258 0.001
H 2.789 1.677 1.558
H 3.904 3.866 1.457
H 3.473 5.400 -0.432
H 1.991 4.698 -2.282
C -0.146 1.080 2.635
O -0.931 0.301 1.704
C -2.175 -0.056 2.344
C -3.028 -0.747 1.326
O -3.117 0.156 0.217
C -4.155 -0.248 -0.708
H -0.025 0.510 3.555
H -0.641 2.028 2.843
H 0.823 1.264 2.197
H -2.666 0.853 2.699
H -1.970 -0.709 3.193
H -4.020 -0.936 1.736
H -2.579 -1.691 1.003
H -4.031 -1.297 -0.976
H -4.085 0.372 -1.594
H -5.125 -0.098 -0.237
O -2.424 1.916 -1.464
C -2.221 2.830 -0.612
O -1.327 2.627 0.265
H -2.797 3.759 -0.637
*
```

Atom-resolved charges from natural (NBO), all expressed in e: 1.704 -0.652 0.208 -0.339 0.054 0.001 -0.102 -0.725 -0.157 0.234 -0.545 0.127 -0.234 -0.171 -0.157 -0.229 -0.152 0.415 0.269 -0.621 0.271 0.239 0.213 0.225 0.211 0.206 0.497 0.263 0.230 0.250 0.252 0.254 -0.251 -0.550 -0.093 -0.097 -0.551 -0.256 0.217 0.214 0.205 0.212 0.231 0.239 0.203 0.199 0.232 0.222 -0.628 0.673 -0.660 0.202

[4]
Molecular formula: C19H23N2
Method: DFT, ωB97M-V/def2-TZVPD

Values from the calculation:
Lowest unoccupied orbital energy = -0.15851 Eh
HOMO level = -11.962 eV

```
! RIJCOSX wB97M-V def2-TZVPD def2/J DEFGRID3
* xyz 1 1
C -2.952 -0.276 2.661
C -2.618 -1.774 2.609
C -1.124 -1.839 2.348
N -0.808 -0.592 1.556
N 0.516 -0.211 1.683
C 1.459 -1.015 2.025
C -1.707 0.453 2.181
H -3.814 -0.035 2.036
H -3.168 0.024 3.693
H -2.867 -2.277 3.554
H -3.148 -2.268 1.788
H -0.576 -1.748 3.290
H -0.781 -2.741 1.837
H 2.483 -0.628 1.940
H 1.266 -2.016 2.454
H -1.906 1.269 1.491
H -1.155 0.871 3.032
C 1.789 5.013 -1.818
C 1.322 3.652 -1.393
C 0.650 3.451 -0.180
C 0.264 2.155 0.208
C 0.262 1.088 -0.716
C -0.437 -0.189 -0.429
C 0.148 -1.418 -1.017
C -0.683 -2.544 -1.158
C -0.316 -3.600 -2.001
C 0.910 -3.554 -2.687
C 1.790 -2.483 -2.484
C 1.459 -1.507 -1.542
C 0.941 1.322 -1.937
C 1.521 2.551 -2.228
H 2.557 4.932 -2.599
H 0.952 5.598 -2.231
H 2.209 5.572 -0.974
H 0.456 4.299 0.477
H -0.015 1.983 1.247
H -1.512 -0.120 -0.450
H -1.652 -2.560 -0.658
H -0.988 -4.456 -2.118
H 1.191 -4.363 -3.361
H 2.730 -2.424 -3.042
H 2.217 -0.768 -1.272
H 1.040 0.513 -2.667
H 2.097 2.661 -3.144
*
```

Atom-resolved charges from natural (NBO), all expressed in e: -0.431 -0.405 -0.256 -0.181 -0.281 -0.094 -0.233 0.230 0.236 0.240 0.216 0.212 0.233 0.219 0.180 0.230 0.222 -0.640 0.035 -0.211 -0.142 -0.202 0.212 -0.203 -0.137 -0.220 -0.136 -0.243 -0.077 -0.098 -0.241 0.226 0.238 0.230 0.228 0.225 0.216 0.216 0.237 0.237 0.240 0.227 0.216 0.228

[5]
Molecular formula: C19H23N2O2SSeSiTi
Method: DFT, ωB97M-V/def2-TZVPD

Values from the calculation:
Lowest unoccupied orbital energy = -0.14541 Eh
HOMO level = -11.706 eV

```
! RIJCOSX wB97M-V def2-TZVPD def2/J DEFGRID3
* xyz 1 1
Ti -0.108 0.231 0.753
O 1.785 0.309 0.854
S 2.068 -1.096 0.365
O 2.689 -1.973 1.296
N 0.564 -1.458 -0.036
C -0.196 -2.605 0.189
C 0.179 -3.916 0.050
C -0.773 -4.940 0.221
C -2.083 -4.662 0.494
C -2.500 -3.322 0.662
C -3.821 -2.920 0.940
C -4.105 -1.589 1.116
C -3.075 -0.648 1.038
N -1.825 -0.984 0.771
C -1.535 -2.300 0.555
C 2.996 -0.913 -1.117
C 2.616 0.073 -2.019
C 3.314 0.178 -3.209
C 4.365 -0.692 -3.478
C 4.732 -1.669 -2.562
C 4.044 -1.786 -1.365
H 1.202 -4.160 -0.206
H -0.452 -5.967 0.110
H -2.812 -5.456 0.590
H -4.605 -3.664 1.008
H -5.110 -1.251 1.319
H -3.269 0.406 1.188
H 1.795 0.744 -1.798
H 3.038 0.938 -3.926
H 4.907 -0.608 -4.410
H 5.554 -2.337 -2.775
H 4.312 -2.526 -0.622
C -0.517 0.744 2.700
H 0.117 1.564 3.052
H -0.244 -0.148 3.284
H -1.553 0.983 2.942
C -2.022 3.984 1.481
Si -0.843 3.837 0.024
C -1.389 4.908 -1.414
C 0.960 3.903 0.567
Se -1.049 1.611 -0.870
H -2.079 5.026 1.807
H -1.694 3.386 2.329
H -3.028 3.671 1.199
H -1.343 5.971 -1.172
H -2.421 4.658 -1.665
H -0.782 4.726 -2.301
H 1.194 4.855 1.051
H 1.633 3.784 -0.284
H 1.169 3.100 1.275
*
```

Atom-resolved charges from natural (NBO), all expressed in e: 1.413 -0.894 2.302 -0.857 -0.956 0.111 -0.183 -0.180 -0.171 -0.099 -0.070 -0.264 0.136 -0.528 0.219 -0.289 -0.199 -0.187 -0.157 -0.199 -0.191 0.235 0.237 0.232 0.238 0.247 0.227 0.243 0.233 0.234 0.237 0.249 -1.091 0.249 0.246 0.240 -1.135 1.548 -1.132 -1.124 -0.433 0.257 0.244 0.248 0.257 0.255 0.254 0.257 0.251 0.236

| no. | E (a.u.) |
| --- | --- |
| 1 | -3304.48771 |
| 2 | -3243.58455 |
| 3 | -2445.45989 |
| 4 | -846.95451 |
| 5 | -4936.28556 |